A molecular structure, C27H25BeBrS2Sb, computed with wB97M-V/def2-TZVPD.

The total charge is -1. The gap between HOMO and LUMO is 6.88 eV. Its HOMO energy is -4.2 eV. As for the LUMO energy: 2.681 eV. The total energy is -127062.1510 eV. The calculation puts the max |F| at 0.5 eV/Å. The value obtained for the energy relative to the best compared isomer or geometry (same formula, charge and spin) is 1.195 eV.

```
57
Properties=species:S:1:pos:R:3:mulliken_charge:R:1
Be 0.633 -0.801 3.249 0.3173
S -1.138 -0.951 4.254 -0.4871
C -0.488 0.583 4.851 0.3014
C -0.662 0.927 6.194 -0.5422
C -0.158 2.111 6.708 -0.4898
C 0.537 2.976 5.875 -0.5084
C 0.732 2.646 4.544 -0.6305
C 0.240 1.453 4.010 0.3537
S 0.575 1.029 2.326 -0.1162
H -1.200 0.230 6.823 0.3624
H -0.292 2.342 7.758 0.3336
H 0.948 3.904 6.257 0.3179
H 1.279 3.310 3.885 0.3806
C -1.384 -3.407 -2.810 -1.3197
C -0.880 -2.184 -3.535 0.6384
C -0.872 -2.171 -4.929 -0.7133
C -0.422 -1.067 -5.637 -0.5322
C 0.033 0.048 -4.951 -0.9420
C 0.032 0.041 -3.564 -0.2728
C -0.420 -1.059 -2.844 0.7980
Sb -0.376 -0.969 -0.659 0.8786
C 1.770 -0.639 -0.617 0.5853
C 2.395 0.592 -0.774 -0.0528
C 3.775 0.716 -0.716 -0.9833
C 4.553 -0.410 -0.511 -0.5789
C 3.943 -1.644 -0.363 -0.8498
C 2.558 -1.781 -0.404 0.6017
C 1.966 -3.158 -0.242 -1.6080
C -1.400 0.948 -0.625 0.9315
C -0.796 2.183 -0.825 -0.0744
C -1.522 3.363 -0.775 -1.0965
C -2.878 3.319 -0.503 -0.5760
C -3.491 2.094 -0.288 -0.8230
C -2.774 0.903 -0.349 0.6250
C -3.497 -0.398 -0.110 -1.5576
H -1.705 -4.171 -3.518 0.4003
H -2.231 -3.159 -2.167 0.2143
H -0.607 -3.833 -2.172 0.2045
H -1.223 -3.044 -5.469 0.3343
H -0.429 -1.081 -6.720 0.3658
H 0.386 0.918 -5.492 0.4023
H 0.391 0.916 -3.034 0.2758
H 1.813 1.487 -0.922 0.2330
H 4.233 1.692 -0.814 0.3932
H 5.632 -0.331 -0.460 0.3630
H 4.549 -2.527 -0.197 0.3194
H 2.736 -3.867 0.062 0.4115
H 1.518 -3.506 -1.178 0.2641
H 1.197 -3.171 0.528 0.3431
H 0.266 2.250 -1.001 0.1364
H -1.026 4.313 -0.935 0.3881
H -3.459 4.232 -0.449 0.3683
H -4.550 2.061 -0.059 0.3319
H -4.567 -0.230 0.005 0.4196
H -3.128 -0.885 0.796 0.3358
H -3.347 -1.086 -0.946 0.2341
Br 2.231 -2.056 3.437 -0.4097
```